The following is a quantum chemistry calculation of C36H68FIO13S as an isolated structure in a non-equilibrium geometry, from the Open Molecules 2025 dataset.

Values from the calculation:
Molecular weight = 886.90 g mol⁻¹
LUMO = 0.44 eV
HOMO level = -9.2336 eV

Atoms and positions in Å:
O 2.0939 -4.2461 1.8242
C 1.0488 -4.7702 1.5574
F 0.9075 -6.0820 1.7034
C -0.1761 -4.0589 1.0769
C -1.1403 -3.9460 2.2569
O -1.6891 -5.2354 2.5403
S -3.2566 -5.1516 2.1840
O -3.8933 -6.0998 2.9858
O -3.4829 -5.1142 0.7990
O -3.4134 -3.6472 2.7161
C -2.3173 -2.9545 2.0795
I -1.9439 -1.2197 3.2833
H -0.6051 -4.6621 0.2929
H 0.1779 -3.1076 0.7243
H -0.5453 -3.5518 3.0652
H -2.5464 -2.6341 1.0797
C 5.5867 -2.6776 1.3021
C 6.3924 -1.5890 0.5998
C 5.3933 -0.4401 0.5657
O 4.5671 -0.5849 1.7233
C 4.7894 -1.8701 2.3140
H 6.1999 -3.4494 1.7653
H 4.9106 -3.1599 0.5922
H 7.2591 -1.3160 1.2066
H 6.7469 -1.8719 -0.3899
H 4.7545 -0.4966 -0.3229
H 5.8725 0.5395 0.5849
H 5.3548 -1.7260 3.2430
H 3.8328 -2.3297 2.5588
C -2.7794 -1.6738 -3.1628
C -1.3832 -1.0674 -3.0565
C -1.3330 -0.6549 -1.5942
O -2.1581 -1.5877 -0.8810
C -2.9245 -2.3628 -1.8139
H -2.8994 -2.3580 -4.0008
H -3.5237 -0.8796 -3.2615
H -0.6292 -1.8322 -3.2585
H -1.2127 -0.2340 -3.7351
H -1.7465 0.3486 -1.4495
H -0.3242 -0.6752 -1.1811
H -2.5135 -3.3780 -1.8394
H -3.9589 -2.4178 -1.4729
C -2.3902 3.3657 -6.6173
C -0.9287 3.7979 -6.6563
C -0.3813 3.1556 -5.3892
O -1.1413 1.9602 -5.1774
C -2.2811 1.9604 -6.0482
H -2.8829 3.3941 -7.5840
H -2.9496 4.0068 -5.9351
H -0.4371 3.3763 -7.5362
H -0.7915 4.8776 -6.6750
H -0.5209 3.8103 -4.5211
H 0.6764 2.9009 -5.4633
H -2.1113 1.2205 -6.8383
H -3.1649 1.6644 -5.4825
C -6.1903 6.6609 -8.4750
C -6.0530 6.8131 -6.9630
C -5.0928 5.6825 -6.6181
O -4.2460 5.5126 -7.7680
C -4.7809 6.2467 -8.8723
H -6.5225 7.5663 -8.9808
H -6.8976 5.8615 -8.7072
H -5.5986 7.7782 -6.7261
H -6.9979 6.7415 -6.4266
H -5.6280 4.7450 -6.4415
H -4.4843 5.8973 -5.7452
H -4.1448 7.1219 -9.0459
H -4.7591 5.6210 -9.7656
C -4.1587 3.3947 -1.7277
C -5.4731 4.1395 -1.5177
C -5.4651 5.1169 -2.6843
O -4.7552 4.4760 -3.7504
C -4.0904 3.3088 -3.2451
H -4.1253 2.4180 -1.2475
H -3.3258 3.9904 -1.3470
H -6.3131 3.4478 -1.6123
H -5.5488 4.6355 -0.5517
H -4.9365 6.0408 -2.4251
H -6.4681 5.3764 -3.0256
H -4.6208 2.4243 -3.6159
H -3.0678 3.2818 -3.6207
C 6.5444 -7.1435 3.5612
C 5.0674 -7.2386 3.1889
C 5.0696 -6.6734 1.7766
O 6.3434 -6.9988 1.2089
C 7.2196 -7.4690 2.2355
H 6.8405 -7.8178 4.3632
H 6.7876 -6.1227 3.8665
H 4.7522 -8.2843 3.1759
H 4.4068 -6.6932 3.8607
H 4.9654 -5.5839 1.7860
H 4.2775 -7.0904 1.1547
H 7.3489 -8.5499 2.1115
H 8.1931 -6.9898 2.1258
C 5.7792 -0.6450 7.5009
C 5.9381 -2.0317 6.8844
C 4.4876 -2.4432 6.6751
O 3.7548 -1.2411 6.4328
C 4.5695 -0.1094 6.7459
H 6.6586 -0.0121 7.3936
H 5.5504 -0.7335 8.5654
H 6.4503 -1.9552 5.9222
H 6.4911 -2.7318 7.5087
H 4.0752 -2.9219 7.5701
H 4.3597 -3.1205 5.8294
H 4.8674 0.3711 5.8075
H 3.9864 0.6038 7.3296
C -1.5493 4.1174 4.9445
C -0.9438 3.8139 6.3115
C -1.1379 2.3074 6.4094
O -1.0728 1.8039 5.0718
C -1.1330 2.8917 4.1439
H -1.1974 5.0487 4.5040
H -2.6380 4.1659 5.0208
H 0.1211 4.0566 6.3096
H -1.4141 4.3541 7.1313
H -2.1205 2.0584 6.8243
H -0.3733 1.8197 7.0142
H -0.1393 3.0232 3.7029
H -1.8359 2.6471 3.3463